--- i ---
22
Properties=species:S:1:pos:R:3:mulliken_charge:R:1 method="wB97M-V/def2-TZVPD" charge=0 homo_energy_ev=-8.839 smiles="C=CC[C@H](C)NCN"
C 0.568 -2.935 1.783 -0.750
C 0.336 -2.075 0.834 -0.130
C -0.499 -0.803 0.878 -0.610
C 0.333 0.497 0.562 0.238
C -0.738 1.632 0.634 -1.529
N 1.128 0.690 -0.779 -0.366
C 0.363 0.606 -1.983 -0.444
N -0.539 1.848 -2.204 -0.701
H 0.031 -2.854 2.752 0.219
H 1.214 -3.751 1.667 0.301
H 0.635 -2.276 -0.266 0.145
H -0.904 -0.691 1.925 0.415
H -1.296 -1.070 0.092 0.201
H 1.072 0.515 1.357 0.379
H -1.726 1.631 0.066 0.330
H -1.322 1.488 1.659 0.354
H -0.172 2.522 0.518 0.442
H 1.997 0.141 -0.787 0.288
H 0.907 0.685 -2.919 0.432
H -0.202 -0.381 -2.056 0.246
H -1.193 1.912 -1.547 0.279
H 0.006 2.668 -2.187 0.260

--- ii ---
22
Properties=species:S:1:pos:R:3:mulliken_charge:R:1 method="wB97M-V/def2-TZVPD" charge=0 homo_energy_ev=-8.393
C 0.321 1.030 1.519 -0.759
C 1.526 0.467 0.843 0.732
N 2.462 -0.110 1.663 -0.467
N 1.599 0.214 -0.415 -0.660
C 0.555 0.589 -1.284 -0.735
C -0.824 -0.394 -1.163 0.316
C -2.152 0.229 -0.734 -1.348
C -0.561 -1.742 -0.502 -1.288
H 0.412 1.021 2.602 0.415
H 0.118 2.040 1.163 0.263
H -0.557 0.444 1.106 -0.115
H 3.274 -0.471 1.186 0.259
H 2.611 0.298 2.567 0.206
H 0.165 1.597 -1.113 0.290
H 0.936 0.504 -2.306 0.376
H -0.949 -0.610 -2.231 0.383
H -2.189 1.287 -0.992 0.316
H -2.311 0.126 0.339 0.361
H -2.982 -0.283 -1.224 0.405
H -0.423 -1.621 0.571 0.247
H 0.353 -2.185 -0.893 0.367
H -1.382 -2.430 -0.704 0.437

Stability, lowest: i

--- i ---
22
Properties=species:S:1:pos:R:3:mulliken_charge:R:1 method="wB97M-V/def2-TZVPD" charge=0 homo_energy_ev=-7.668 smiles="[H]/N=C(/C)N.C/C=C/C"
H -2.204 0.418 1.615 0.237
N -2.192 -0.420 1.032 -0.705
C -0.973 -0.742 0.704 0.765
C -0.793 -2.084 0.027 -1.276
N 0.134 -0.379 1.593 -0.506
H 0.255 -2.369 -0.082 0.330
H -1.305 -2.865 0.595 0.358
H -1.233 -2.027 -0.970 0.283
H 0.821 -1.103 1.802 0.204
H -0.082 0.421 2.178 0.249
C -1.000 1.964 -0.788 -1.509
C -0.101 0.761 -0.848 0.047
C 1.137 0.766 -0.210 0.031
C 2.289 -0.075 -0.664 -1.284
H -2.044 1.647 -0.877 0.389
H -0.778 2.683 -1.581 0.383
H -0.905 2.483 0.171 0.301
H -0.197 0.156 -1.746 0.420
H 1.401 1.617 0.414 0.324
H 3.015 -0.216 0.141 0.330
H 1.958 -1.056 -1.010 0.284
H 2.799 0.419 -1.497 0.348

--- ii ---
22
Properties=species:S:1:pos:R:3:mulliken_charge:R:1 method="wB97M-V/def2-TZVPD" charge=0 homo_energy_ev=-8.064 smiles=CN1[C@H](C)N(C)[C@H]1C
C 1.406 -1.581 -0.579 -0.970
N 0.780 -0.585 0.245 0.107
C -0.520 -0.671 0.801 0.292
C -1.485 -1.675 0.209 -1.464
N -0.639 0.971 0.509 -0.212
C -1.700 1.460 -0.327 -0.917
C 0.662 0.830 -0.127 0.050
C 1.739 1.706 0.491 -1.449
H 1.751 -2.403 0.051 0.295
H 2.283 -1.162 -1.074 0.340
H 0.745 -1.985 -1.356 0.328
H -0.542 -0.660 1.892 0.191
H -1.509 -1.617 -0.879 0.384
H -1.192 -2.686 0.492 0.367
H -2.488 -1.480 0.585 0.367
H -1.825 0.889 -1.265 0.312
H -2.635 1.439 0.235 0.292
H -1.497 2.501 -0.601 0.326
H 0.668 0.940 -1.232 0.338
H 2.722 1.431 0.111 0.329
H 1.547 2.750 0.250 0.346
H 1.728 1.585 1.571 0.348

Stability, lowest: i

--- i ---
13
Properties=species:S:1:pos:R:3:mulliken_charge:R:1 method="wB97M-V/def2-TZVPD" charge=0 homo_energy_ev=-8.075 smiles="ONC1=NSCON1"
O 2.856 -0.894 -0.065 -0.424
N 2.006 0.155 0.129 -0.126
C 0.661 -0.073 0.029 0.602
N 0.225 -1.263 -0.124 -0.587
S -1.437 -1.630 0.002 -0.081
C -2.203 0.025 0.122 -0.297
O -1.412 1.085 -0.377 -0.271
N -0.113 1.078 0.196 -0.294
H 2.246 -1.632 -0.251 0.382
H 2.384 0.928 -0.339 0.222
H -3.076 -0.015 -0.500 0.278
H -2.498 0.258 1.114 0.320
H 0.359 1.977 0.065 0.276

--- ii ---
13
Properties=species:S:1:pos:R:3:mulliken_charge:R:1 method="wB97M-V/def2-TZVPD" charge=0 homo_energy_ev=-9.932 smiles="CN1N=NCS1(=O)=O"
C 1.602 1.233 0.061 -0.810
N 0.634 0.183 0.004 0.563
N 0.914 -0.980 0.423 -0.266
N 0.023 -1.896 0.348 -0.468
C -1.248 -1.548 -0.072 -0.292
S -1.095 0.329 -0.127 0.915
O -1.439 0.984 -1.370 -0.608
O -1.562 0.967 1.046 -0.575
H 1.485 1.851 1.009 0.288
H 2.639 0.769 0.144 0.325
H 1.619 1.755 -0.851 0.300
H -1.421 -1.700 -1.128 0.314
H -2.151 -1.946 0.513 0.312

Stability, lowest: i